# 1
Computed, not measured: a molecular structure, C4H6N2, with ωB97M-V/def2-TZVPD.

Structure (XYZ):
```
12
C4H6N2 (ωB97M-V/def2-TZVPD)
N 0.4212 0.9346 -1.9621
N 0.8372 0.7473 0.3797
C -0.7198 -0.6894 -0.3230
C 0.5049 -0.0466 1.4556
C 0.2115 0.3424 -0.8091
C -0.4219 -0.9595 1.0775
H 0.9264 0.1515 2.4355
H -0.8666 -1.7219 1.7095
H -1.3321 -1.3283 -0.9501
H -0.0769 0.4132 -2.6850
H -1.0353 0.6707 -0.6654
H 1.5087 1.4923 0.3602
```

Computed properties:
Relative energy (zero: lowest compared OMol25 entry of this formula, charge and spin) ... 315.9 kJ/mol

---

# 2
Computed, not measured: a gas-phase ion, H4O4P3 (charge -1), with ωB97M-V/def2-TZVPD.

Structure (XYZ):
```
11
H4O4P3 (ωB97M-V/def2-TZVPD)
P -2.4905 -0.0246 0.0470
P 0.3158 0.8040 -0.0055
P 1.8809 -1.6161 -0.2882
O -1.1140 -0.1828 0.8106
O 1.1814 1.2421 1.1048
O -0.2865 1.7067 -0.9803
O 1.0326 -0.4405 -0.9959
H 1.0751 -2.0292 0.8033
H 2.6621 -0.8659 0.7193
H -1.7255 -0.0208 -1.1927
H -2.5314 1.4272 -0.0223
```

Computed properties:
Relative energy (zero: lowest compared OMol25 entry of this formula, charge and spin) ... 107.3 kJ/mol
Charge ... -1
SMILES ... O=P([O-])(OP)OP

---

Number 1: strongest force on any atom 2.91 eV Å⁻¹. Number 2: strongest force on any atom 4.12 eV Å⁻¹.